Entry 1:
ORCA calculation (wB97M-V/def2-TZVPD) on a molecular structure, C25H32BCl3N3O5PdS2Si.

Properties
- Total charge: -1
- LUMO level (alpha / beta): 1.2 / 1.1 eV
- Total energy: -112429.8529 eV
- E_HOMO (alpha / beta): -5.831 / -5.886 eV
- Molar mass: 770.36 g/mol

Geometry as XYZ:
```
73
Properties=species:S:1:pos:R:3:mulliken_charge:R:1
Pd -0.039 1.663 -1.009 0.669
O 2.799 1.397 -0.788 -0.335
S 3.686 2.318 -0.029 0.136
C 4.917 1.192 0.846 -0.978
C 5.012 -0.165 0.152 -0.588
C 4.380 -1.282 0.983 -1.156
C 2.865 -1.162 1.123 0.114
S 2.050 -1.549 -0.497 -0.025
O 0.854 -0.681 -0.601 -0.319
C 1.369 -3.144 0.040 0.671
C 0.323 -3.144 0.951 -0.405
C -0.286 -4.342 1.286 -0.756
C 0.151 -5.530 0.712 -0.458
C 1.200 -5.521 -0.196 -0.574
C 1.813 -4.322 -0.538 -0.545
C 2.767 2.761 1.453 0.615
C 1.489 2.267 1.663 0.905
C 0.792 2.670 2.794 -0.973
C 1.377 3.539 3.700 -0.618
C 2.652 4.040 3.470 -0.537
C 3.347 3.659 2.337 -0.652
H 4.598 1.096 1.882 0.515
H 5.862 1.734 0.817 0.513
H 6.057 -0.414 -0.039 0.433
H 4.500 -0.104 -0.811 0.355
H 4.840 -1.284 1.975 0.450
H 4.605 -2.246 0.515 0.305
H 2.544 -0.150 1.363 -0.372
H 2.491 -1.850 1.878 0.735
H -0.026 -2.209 1.379 0.485
H -1.111 -4.344 1.985 0.446
H -0.345 -6.462 0.950 0.387
H 1.526 -6.446 -0.653 0.390
H 2.627 -4.305 -1.253 0.404
H 0.989 1.580 0.959 -0.115
H -0.221 2.319 2.941 0.546
H 0.834 3.843 4.586 0.390
H 3.095 4.743 4.165 0.363
H 4.327 4.073 2.126 0.386
Cl 2.625 3.391 -3.450 -0.324
Si 0.756 3.326 -2.458 0.275
Cl -0.397 4.520 -3.722 -0.333
Cl 1.245 4.799 -0.959 -0.329
B -3.749 4.211 0.113 0.380
C -2.376 3.475 0.161 -0.184
N -1.344 2.949 0.195 -0.357
H -3.941 4.351 -1.079 -0.170
H -4.589 3.516 0.637 -0.214
H -3.647 5.290 0.647 -0.172
C -1.503 -2.865 -2.070 -0.895
C -2.673 -2.085 -2.665 -1.531
C -3.253 -1.020 -1.712 2.531
C -4.358 -0.233 -2.443 -1.389
C -4.923 0.911 -1.604 -1.125
C -3.862 -1.717 -0.512 -0.059
O -4.792 -2.498 -0.601 -0.706
N -3.284 -1.430 0.687 0.168
C -2.150 -0.609 0.925 -0.370
O -1.691 -0.608 2.056 -0.771
N -1.654 0.081 -0.115 -0.110
C -2.133 -0.049 -1.351 1.136
O -1.632 0.613 -2.280 -1.013
H -1.141 -3.602 -2.789 0.565
H -1.795 -3.394 -1.159 0.234
H -0.679 -2.194 -1.827 -0.017
H -3.481 -2.769 -2.933 0.469
H -2.334 -1.565 -3.563 0.429
H -5.153 -0.934 -2.706 0.432
H -3.928 0.172 -3.360 0.477
H -5.336 0.542 -0.663 0.257
H -5.718 1.423 -2.145 0.496
H -4.154 1.648 -1.370 0.122
H -3.667 -1.883 1.503 0.292
```

Entry 2:
ORCA calculation (wB97M-V/def2-TZVPD) on a molecular structure, C25H32Br2N3NiOS.

Properties
- Multiplicity: 3
- Total charge: +1
- LUMO level (alpha / beta): -2.6 / -4.1 eV
- Total energy: -224921.7573 eV
- E_HOMO (alpha / beta): -9.700 / -9.671 eV
- Molar mass: 641.12 g/mol

Geometry as XYZ:
```
65
Properties=species:S:1:pos:R:3:mulliken_charge:R:1
Ni -0.120 0.250 0.395 0.768
C -1.984 0.195 1.593 -0.384
C -2.926 0.305 0.564 -0.689
C -3.300 1.551 0.082 -0.524
C -2.710 2.697 0.594 -0.456
C -1.748 2.605 1.586 -0.590
C -1.379 1.362 2.098 -0.033
H -1.865 -0.762 2.099 0.527
H -3.420 -0.588 0.208 0.471
H -4.062 1.634 -0.678 0.454
H -3.018 3.667 0.236 0.487
H -1.306 3.504 1.990 0.423
H -0.765 1.325 2.988 0.471
C -0.314 2.795 -1.895 -1.406
C -0.305 1.460 -2.556 0.666
C -0.287 1.314 -3.954 -0.999
C -0.257 0.063 -4.512 -0.772
C -0.223 -1.070 -3.674 0.539
C -0.186 -2.419 -4.118 -0.018
Br -0.276 -2.822 -5.965 -0.212
C -0.109 -3.465 -3.221 -0.322
C -0.079 -3.221 -1.857 -0.305
Br 0.033 -4.649 -0.635 -0.154
C -0.133 -1.915 -1.320 0.495
O -0.069 -1.678 -0.076 -0.403
C -0.233 -0.835 -2.282 0.065
N -0.302 0.406 -1.761 0.381
H 0.437 3.448 -2.329 0.464
H -0.096 2.664 -0.829 0.123
H -1.290 3.264 -2.008 0.285
H -0.291 2.199 -4.570 0.517
H -0.228 -0.069 -5.585 0.398
H -0.064 -4.485 -3.569 0.439
C 2.775 0.662 6.810 -1.085
C 2.153 -0.691 6.475 -0.634
C 2.227 -1.049 4.986 0.242
C 1.404 -0.062 4.150 -1.565
N 1.540 -0.167 2.709 -0.041
C 2.469 0.450 1.959 0.678
S 2.202 0.533 0.278 -0.677
N 3.531 1.014 2.511 0.059
C 4.606 1.671 1.800 -0.831
C 5.974 1.144 2.238 -0.718
C 6.225 -0.330 1.902 -0.439
C 5.529 -1.314 2.839 -0.833
H 2.801 0.798 7.887 0.401
H 2.191 1.483 6.401 0.283
H 3.796 0.736 6.438 0.251
H 1.108 -0.702 6.794 0.323
H 2.676 -1.467 7.035 0.401
H 1.832 -2.057 4.841 0.378
H 3.269 -1.050 4.664 -0.200
H 1.657 0.964 4.435 0.532
H 0.351 -0.223 4.384 0.502
H 0.914 -0.806 2.211 0.277
H 3.638 0.971 3.515 0.155
H 4.543 2.746 1.996 0.259
H 4.456 1.516 0.731 0.497
H 6.098 1.298 3.313 0.347
H 6.730 1.752 1.737 0.353
H 7.299 -0.508 1.951 0.343
H 5.917 -0.524 0.874 0.281
H 5.702 -1.049 3.881 0.238
H 5.928 -2.312 2.684 0.424
H 4.461 -1.349 2.644 0.094
```

Entry 3:
ORCA calculation (wB97M-V/def2-TZVPD) on a molecular structure, C25H32CdGeIN2O2.

Properties
- Multiplicity: 2
- LUMO level (alpha / beta): 0.6 / -0.9 eV
- Total energy: -102698.9608 eV
- E_HOMO (alpha / beta): -7.390 / -7.503 eV
- Molar mass: 704.47 g/mol

Geometry as XYZ:
```
64
Properties=species:S:1:pos:R:3:mulliken_charge:R:1
Cd 2.143 -1.348 -0.666 1.793
I 5.549 -0.468 -0.676 -0.120
C 3.953 -1.338 -1.851 -1.208
H 4.351 -2.307 -2.139 0.490
H 3.885 -0.699 -2.727 0.378
C -0.912 -2.253 -2.407 -1.416
Ge -0.426 -1.852 -0.532 1.050
C -1.312 -3.236 0.550 -0.425
C -1.832 -2.910 1.805 0.244
C -2.461 -3.864 2.593 -0.748
C -2.587 -5.169 2.137 -0.444
C -2.076 -5.513 0.895 -0.636
C -1.440 -4.555 0.114 -0.358
C -1.498 -0.237 -0.037 0.410
C -2.719 -0.094 -0.646 -0.120
C -3.548 1.032 -0.432 -1.069
C -3.152 2.019 0.419 -1.017
C -1.928 1.900 1.124 1.393
C -1.545 2.868 2.087 -0.759
C -0.403 2.723 2.818 -0.712
C 0.422 1.593 2.613 -0.666
C 0.078 0.657 1.682 -0.410
C -1.102 0.771 0.898 -0.167
H -1.918 -1.912 -2.649 0.323
H -0.872 -3.330 -2.571 0.521
H -0.210 -1.788 -3.097 0.303
H -1.760 -1.891 2.170 0.300
H -2.858 -3.588 3.562 0.410
H -3.084 -5.913 2.747 0.382
H -2.170 -6.529 0.533 0.384
H -1.037 -4.853 -0.847 0.231
H -3.075 -0.857 -1.328 0.314
H -4.500 1.102 -0.943 0.389
H -3.777 2.886 0.596 0.410
H -2.195 3.720 2.249 0.397
H -0.131 3.463 3.560 0.408
H 1.321 1.462 3.202 0.458
H 0.700 -0.219 1.545 -0.103
C 1.960 -3.416 2.195 -0.436
C 2.579 -2.136 1.696 0.207
O 3.214 -1.337 2.300 -0.374
H 1.935 -3.409 3.286 0.329
H 2.585 -4.235 1.837 0.356
H 0.968 -3.538 1.767 -0.097
C 0.245 3.829 -2.889 -1.216
N 0.320 2.508 -2.299 0.375
C -0.531 1.502 -2.901 -0.763
C 1.302 2.127 -1.441 0.315
O 1.638 0.943 -1.327 -1.002
N 1.930 3.116 -0.729 0.214
C 3.122 2.721 0.003 -0.808
C 1.183 4.219 -0.146 -1.292
H 0.104 3.721 -3.967 0.404
H 1.170 4.375 -2.727 0.387
H -0.591 4.414 -2.496 0.305
H -1.574 1.820 -2.849 0.382
H -0.426 0.566 -2.363 -0.237
H -0.260 1.345 -3.950 0.426
H 3.777 2.123 -0.622 0.127
H 2.878 2.139 0.897 0.257
H 3.650 3.627 0.301 0.373
H 0.122 4.122 -0.363 0.387
H 1.536 5.189 -0.505 0.295
H 1.292 4.190 0.939 0.478
```